Molecular formula: C56H41Cl5IN9O5Pb
Method: DFT, the ωB97M-V functional and the def2-TZVPD basis

Output
E_HOMO (alpha / beta), eV: -6.10 / -5.94
Multiplicity: 1
Energy relative to the best compared isomer or geometry (same formula, charge and spin), kJ/mol: 0.00
Charge: 0
Gap between HOMO and LUMO (alpha / beta), hartree: 0.1861 / 0.1847
E_tot, eV: -158340.8423

Last column: Mulliken charge in e.
Cartesian coordinates (Å):
Pb (-0.063, 0.328, 0.241)  1.353
C (-7.955, -6.187, -1.333)  -0.776
O (-6.578, -6.447, -1.206)  -0.450
C (-5.677, -5.478, -1.083)  0.886
C (-4.320, -5.852, -1.394)  -0.914
C (-3.316, -4.921, -1.304)  -0.132
C (-3.584, -3.653, -0.765)  -0.795
C (-4.873, -3.318, -0.402)  -0.201
C (-5.930, -4.166, -0.609)  -0.709
C (-2.474, -2.686, -0.532)  0.680
C (-2.163, -2.358, 0.813)  0.451
C (-2.848, -2.855, 1.969)  -0.599
C (-2.224, -2.364, 3.082)  -1.683
C (-1.146, -1.520, 2.628)  0.017
N (-1.107, -1.541, 1.227)  -0.049
C (-0.203, -0.873, 3.488)  0.470
C (1.184, -0.781, 3.079)  0.150
C (2.380, -0.945, 3.906)  -1.734
C (3.454, -0.550, 3.151)  -0.738
C (2.979, -0.218, 1.825)  -0.137
C (3.783, 0.080, 0.697)  1.569
C (5.212, 0.393, 0.904)  0.063
C (6.246, -0.055, 0.076)  -0.599
C (7.562, 0.394, 0.287)  -0.548
C (7.854, 1.205, 1.392)  0.611
O (9.067, 1.626, 1.774)  -0.456
C (10.211, 0.828, 1.519)  -0.810
C (6.790, 1.652, 2.231)  -0.606
C (5.518, 1.201, 2.031)  -1.080
C (3.310, 0.202, -0.631)  -0.195
N (2.018, -0.233, -1.049)  -0.466
C (1.986, -0.070, -2.435)  -0.116
C (0.891, -0.388, -3.331)  1.327
C (1.061, -0.144, -4.753)  -0.182
C (0.000, 0.481, -5.460)  -0.588
C (0.101, 0.760, -6.819)  -0.615
C (1.278, 0.398, -7.513)  0.718
O (1.389, 0.508, -8.849)  -0.463
C (0.574, 1.441, -9.535)  -0.851
C (2.355, -0.205, -6.833)  -1.125
C (2.234, -0.445, -5.483)  -0.312
C (-0.332, -0.994, -2.892)  0.453
C (-1.342, -1.496, -3.778)  -0.970
C (-2.283, -2.157, -3.006)  -1.383
C (-1.836, -2.077, -1.637)  0.106
N (-0.688, -1.276, -1.576)  -0.227
C (3.176, 0.581, -2.849)  -1.088
C (4.006, 0.759, -1.751)  -1.273
N (1.580, -0.405, 1.799)  0.467
C (-0.666, -0.178, 4.688)  0.562
C (-2.022, -0.010, 4.974)  -0.724
C (-2.451, 0.427, 6.230)  -0.790
C (-1.518, 0.859, 7.186)  0.920
O (-1.864, 1.461, 8.326)  -0.442
C (-3.219, 1.423, 8.725)  -0.809
C (-0.163, 0.746, 6.862)  -1.479
C (0.240, 0.261, 5.657)  -0.103
H (-8.397, -7.189, -1.400)  0.258
H (-8.194, -5.552, -2.218)  0.312
H (-8.348, -5.724, -0.406)  0.287
H (-4.125, -6.874, -1.656)  0.428
H (-2.314, -5.155, -1.634)  0.526
H (-5.034, -2.330, 0.042)  0.588
H (-6.956, -3.867, -0.307)  0.211
H (-3.722, -3.531, 1.944)  0.472
H (-2.459, -2.576, 4.100)  0.782
H (2.445, -1.406, 4.890)  0.683
H (4.462, -0.462, 3.500)  0.688
H (6.091, -0.760, -0.731)  0.596
H (8.323, 0.059, -0.415)  0.299
H (11.020, 1.309, 2.083)  0.251
H (10.474, 0.839, 0.451)  0.297
H (10.015, -0.213, 1.838)  0.358
H (7.030, 2.323, 3.047)  0.438
H (4.698, 1.587, 2.618)  0.457
H (-0.905, 0.750, -4.937)  0.535
H (-0.757, 1.212, -7.364)  0.383
H (1.158, 1.709, -10.436)  0.248
H (0.423, 2.350, -8.941)  0.378
H (-0.366, 0.939, -9.807)  0.306
H (3.280, -0.430, -7.349)  0.417
H (3.050, -0.930, -4.958)  0.759
H (-1.325, -1.401, -4.880)  0.558
H (-3.177, -2.674, -3.346)  0.558
H (3.398, 0.883, -3.882)  0.688
H (4.985, 1.259, -1.735)  0.542
H (-2.798, -0.217, 4.251)  0.665
H (-3.511, 0.453, 6.441)  0.357
H (-3.232, 1.858, 9.717)  0.251
H (-3.593, 0.379, 8.843)  0.337
H (-3.896, 1.984, 8.026)  0.296
H (0.533, 1.137, 7.565)  0.455
H (1.285, 0.290, 5.403)  0.549
Cl (-7.306, 2.972, 0.320)  -0.189
C (-5.757, 2.601, -0.223)  0.317
C (-4.662, 2.887, 0.601)  0.092
Cl (-4.856, 3.565, 2.173)  -0.182
C (-3.351, 2.673, 0.146)  0.446
Cl (-1.975, 2.874, 1.246)  -0.023
C (-3.161, 2.176, -1.148)  -1.353
O (-1.915, 1.847, -1.669)  0.965
C (-4.251, 1.781, -1.953)  0.491
Cl (-3.978, 1.051, -3.502)  -0.101
C (-5.562, 2.052, -1.495)  0.300
Cl (-6.909, 1.633, -2.458)  -0.183
N (3.639, 5.234, 1.076)  -0.576
N (2.651, 4.411, 1.581)  1.071
N (2.537, 3.993, 2.857)  -0.866
C (1.594, 3.078, 2.789)  -0.354
N (1.169, 2.878, 1.524)  0.258
N (1.842, 3.736, 0.753)  -0.692
H (4.188, 5.788, 1.740)  0.265
H (3.429, 5.562, 0.130)  0.267
H (1.188, 2.662, 3.699)  0.602
I (-1.763, 4.487, -3.262)  -0.065
C (-1.058, 2.916, -1.879)  -1.044
H (-0.189, 2.493, -2.385)  0.352
H (-0.700, 3.451, -0.972)  0.403

***

Molecular formula: C56H41N4O4Ru
Method: DFT, the ωB97M-V functional and the def2-TZVPD basis

Output
E_HOMO (alpha / beta), eV: -8.18 / -9.90
Multiplicity: 5
Energy relative to the best compared isomer or geometry (same formula, charge and spin), kJ/mol: 12.06
Charge: +1
Gap between HOMO and LUMO (alpha / beta), hartree: 0.1741 / 0.1850
E_tot, eV: -75460.4193

Last column: Mulliken spin population.
Cartesian coordinates (Å):
Ru (0.111, -0.345, -0.247)  1.582
C (-5.958, 7.010, -2.087)  0.001
O (-5.239, 6.309, -3.088)  0.009
C (-4.526, 5.229, -2.723)  0.033
C (-4.445, 4.738, -1.422)  -0.018
C (-3.645, 3.644, -1.144)  0.047
C (-2.923, 2.979, -2.145)  0.043
C (-3.063, 3.461, -3.455)  0.034
C (-3.825, 4.571, -3.736)  -0.015
C (-2.039, 1.864, -1.763)  0.081
C (-0.714, 1.788, -2.242)  -0.082
C (-0.124, 2.611, -3.245)  0.144
C (1.131, 2.130, -3.491)  -0.064
C (1.359, 1.063, -2.588)  0.155
N (0.221, 0.865, -1.824)  0.068
C (2.600, 0.428, -2.414)  0.009
C (2.933, -0.310, -1.288)  0.031
C (4.214, -0.798, -0.939)  0.111
C (4.183, -1.080, 0.411)  0.045
C (2.887, -0.761, 0.871)  0.251
C (2.394, -0.728, 2.245)  0.161
C (3.079, -0.019, 3.267)  0.102
C (2.542, 0.107, 4.573)  0.146
C (3.137, 0.889, 5.536)  -0.060
C (4.304, 1.600, 5.247)  0.163
O (4.956, 2.388, 6.114)  0.048
C (4.509, 2.430, 7.459)  0.005
C (4.845, 1.516, 3.955)  -0.071
C (4.260, 0.733, 3.000)  0.113
C (1.083, -1.318, 2.455)  0.214
N (0.044, -1.096, 1.618)  0.022
C (-1.058, -1.767, 2.138)  0.031
C (-2.365, -1.612, 1.674)  -0.024
C (-3.457, -2.292, 2.400)  0.009
C (-4.344, -3.146, 1.738)  0.011
C (-5.367, -3.768, 2.419)  0.000
C (-5.552, -3.536, 3.784)  0.007
O (-6.565, -4.197, 4.373)  0.002
C (-6.730, -4.067, 5.774)  0.000
C (-4.705, -2.647, 4.442)  -0.002
C (-3.661, -2.049, 3.756)  0.016
C (-2.725, -0.728, 0.642)  0.130
C (-4.043, -0.343, 0.301)  -0.039
C (-3.949, 0.658, -0.630)  0.108
C (-2.566, 0.894, -0.865)  -0.047
N (-1.834, 0.021, -0.111)  0.062
C (-0.639, -2.501, 3.271)  0.092
C (0.689, -2.198, 3.482)  0.044
N (2.111, -0.379, -0.165)  0.019
C (3.690, 0.814, -3.352)  -0.017
C (4.539, 1.847, -2.969)  0.011
C (5.448, 2.394, -3.860)  0.001
C (5.532, 1.888, -5.156)  0.001
O (6.337, 2.390, -6.117)  0.000
C (6.962, 3.638, -5.871)  0.000
C (4.751, 0.788, -5.512)  0.006
C (3.827, 0.270, -4.626)  -0.001
H (-6.744, 6.388, -1.652)  0.000
H (-6.411, 7.861, -2.586)  0.000
H (-5.292, 7.368, -1.299)  0.000
H (-4.988, 5.211, -0.616)  0.000
H (-3.546, 3.330, -0.115)  0.005
H (-2.610, 2.924, -4.276)  0.000
H (-3.900, 4.952, -4.746)  0.000
H (-0.579, 3.465, -3.711)  0.015
H (1.845, 2.503, -4.206)  0.001
H (5.048, -0.900, -1.614)  0.000
H (4.980, -1.477, 1.017)  0.003
H (1.622, -0.405, 4.815)  0.016
H (2.684, 0.964, 6.515)  -0.002
H (4.547, 1.439, 7.917)  -0.001
H (3.495, 2.830, 7.533)  0.001
H (5.194, 3.091, 7.981)  0.000
H (5.735, 2.092, 3.737)  -0.003
H (4.687, 0.707, 2.010)  0.012
H (-4.211, -3.337, 0.680)  0.003
H (-6.041, -4.447, 1.914)  0.000
H (-6.973, -3.041, 6.060)  0.000
H (-5.835, -4.391, 6.311)  0.000
H (-7.562, -4.714, 6.033)  0.000
H (-4.859, -2.408, 5.485)  0.000
H (-3.018, -1.348, 4.272)  -0.003
H (-4.944, -0.757, 0.720)  0.002
H (-4.754, 1.169, -1.127)  0.007
H (-1.256, -3.182, 3.834)  0.003
H (1.340, -2.587, 4.247)  0.004
H (4.469, 2.246, -1.964)  0.000
H (6.077, 3.212, -3.537)  0.000
H (7.732, 3.559, -5.100)  0.000
H (6.228, 4.392, -5.575)  0.000
H (7.422, 3.932, -6.809)  0.000
H (4.870, 0.368, -6.501)  0.000
H (3.200, -0.563, -4.920)  -0.001
C (-0.011, -2.080, -1.063)  -0.137
C (-0.011, -3.230, -1.473)  0.219
C (-0.026, -4.578, -1.910)  0.022
C (0.727, -4.982, -3.019)  0.047
C (0.728, -6.309, -3.405)  -0.020
C (-0.014, -7.244, -2.697)  0.048
C (-0.774, -6.848, -1.603)  -0.021
C (-0.782, -5.524, -1.206)  0.049
H (1.309, -4.246, -3.557)  0.002
H (1.310, -6.616, -4.264)  0.000
H (-0.003, -8.283, -2.997)  0.002
H (-1.360, -7.574, -1.055)  -0.001
H (-1.361, -5.205, -0.350)  0.003

***

Q: What is the formula in the second record?
A: C56H41N4O4Ru

***

Q: Number 1 is which compound?
A: C56H41Cl5IN9O5Pb

***

Q: Which value of multiplicity does entry 1 give?
A: 1

***

Q: Number 1 is which compound?
A: C56H41Cl5IN9O5Pb